(1)
This record from the OMol25 dataset describes 10 unconnected molecules or ions with the total composition C40H98O19. The level of theory is ωB97M-V/def2-TZVPD.

Geometry (Å):
1 C -4.30 -0.31 1.28
2 C -5.44 0.49 1.78
3 C -4.67 1.63 2.53
4 O -3.47 1.75 1.77
5 C -3.24 0.68 0.84
6 H -4.59 -1.16 0.64
7 H -3.88 -0.87 2.13
8 H -6.20 -0.03 2.38
9 H -6.08 0.96 1.03
10 H -4.41 1.33 3.54
11 H -5.31 2.51 2.50
12 H -2.30 0.13 0.82
13 H -3.55 0.92 -0.18
14 C 1.59 -5.50 -2.66
15 O 0.67 -6.53 -2.91
16 C -0.61 -6.14 -2.45
17 C -1.66 -7.16 -2.80
18 O -1.45 -8.32 -2.01
19 C -2.56 -9.15 -2.02
20 H 1.80 -5.27 -1.61
21 H 1.24 -4.59 -3.16
22 H 2.57 -5.76 -3.06
23 H -0.87 -5.17 -2.90
24 H -0.71 -5.88 -1.39
25 H -1.51 -7.31 -3.87
26 H -2.63 -6.73 -2.53
27 H -2.48 -9.88 -1.21
28 H -2.71 -9.62 -3.00
29 H -3.53 -8.70 -1.73
30 C 0.19 9.35 -2.65
31 O -0.54 8.73 -1.62
32 C -0.24 7.39 -1.35
33 C -1.30 6.74 -0.47
34 O -1.03 5.39 -0.20
35 C -2.11 4.77 0.45
36 H -0.43 10.14 -3.04
37 H 0.59 8.72 -3.46
38 H 1.10 9.79 -2.21
39 H 0.71 7.31 -0.82
40 H -0.14 6.80 -2.27
41 H -2.30 6.85 -0.91
42 H -1.24 7.37 0.44
43 H -1.83 3.89 1.03
44 H -2.90 4.48 -0.24
45 H -2.59 5.42 1.19
46 C 0.32 3.68 -3.69
47 O 1.66 3.56 -3.32
48 C 1.99 4.23 -2.13
49 C 3.12 5.23 -2.45
50 O 2.46 6.43 -2.85
51 C 3.40 7.48 -3.02
52 H -0.05 3.26 -4.63
53 H 0.02 4.74 -3.79
54 H -0.31 3.34 -2.86
55 H 2.45 3.63 -1.34
56 H 1.10 4.69 -1.70
57 H 3.73 4.86 -3.27
58 H 3.70 5.33 -1.52
59 H 2.88 8.43 -2.89
60 H 3.81 7.51 -4.03
61 H 4.19 7.47 -2.25
62 C 6.52 -2.83 3.61
63 O 5.98 -3.41 2.45
64 C 5.02 -4.41 2.73
65 C 3.94 -4.38 1.66
66 O 3.17 -3.22 1.89
67 C 2.24 -3.06 0.83
68 H 6.95 -3.56 4.29
69 H 5.81 -2.26 4.21
70 H 7.29 -2.11 3.32
71 H 4.54 -4.14 3.68
72 H 5.39 -5.43 2.88
73 H 3.37 -5.31 1.61
74 H 4.40 -4.34 0.67
75 H 2.69 -2.91 -0.15
76 H 1.56 -2.23 1.02
77 H 1.56 -3.91 0.74
78 C 4.94 0.46 -1.86
79 O 4.89 1.60 -1.04
80 C 4.60 1.26 0.31
81 C 4.30 2.55 1.04
82 O 2.97 2.98 0.74
83 C 2.58 4.11 1.48
84 H 5.90 -0.04 -1.97
85 H 4.74 0.80 -2.89
86 H 4.22 -0.32 -1.62
87 H 5.49 0.82 0.76
88 H 3.77 0.55 0.40
89 H 4.97 3.39 0.85
90 H 4.41 2.43 2.12
91 H 3.00 3.98 2.48
92 H 1.50 4.17 1.60
93 H 3.03 5.05 1.14
94 C 0.31 1.31 3.22
95 O 0.31 1.64 4.60
96 C 1.22 0.86 5.35
97 C 2.70 1.25 5.15
98 O 3.35 0.75 4.01
99 C 3.16 -0.62 3.75
100 H -0.42 1.96 2.74
101 H -0.09 0.30 3.05
102 H 1.25 1.54 2.72
103 H 1.02 -0.19 5.13
104 H 0.99 0.99 6.41
105 H 3.20 0.97 6.10
106 H 2.84 2.33 5.21
107 H 3.77 -0.94 2.91
108 H 2.12 -0.91 3.55
109 H 3.24 -1.18 4.69
110 C -3.34 5.06 -4.27
111 O -3.25 3.72 -4.66
112 C -3.42 2.81 -3.58
113 C -3.32 1.35 -3.97
114 O -3.96 0.43 -3.14
115 C -5.35 0.32 -3.35
116 H -3.10 5.73 -5.10
117 H -2.66 5.38 -3.47
118 H -4.38 5.26 -4.00
119 H -4.32 3.04 -2.99
120 H -2.54 3.00 -2.95
121 H -2.25 1.11 -3.87
122 H -3.40 1.17 -5.05
123 H -5.89 1.26 -3.14
124 H -5.69 -0.57 -2.83
125 H -5.59 0.15 -4.41
126 C -1.75 -2.67 -0.84
127 O -0.34 -2.83 -1.05
128 C 0.31 -1.96 -1.91
129 C -0.07 -0.48 -1.82
130 O 0.10 0.01 -0.51
131 C 0.09 1.40 -0.49
132 H -2.01 -3.59 -0.31
133 H -2.21 -2.65 -1.83
134 H -1.98 -1.83 -0.19
135 H 0.22 -2.16 -2.99
136 H 1.37 -2.04 -1.68
137 H -1.12 -0.30 -2.11
138 H 0.53 0.08 -2.54
139 H -0.95 1.76 -0.64
140 H 0.72 1.87 -1.25
141 H 0.25 1.87 0.49
142 C -1.62 -6.29 1.65
143 O -2.99 -6.55 1.28
144 C -3.89 -6.11 2.27
145 C -3.89 -6.76 3.67
146 O -2.76 -6.30 4.38
147 C -2.32 -7.11 5.44
148 H -1.53 -5.22 1.82
149 H -1.11 -6.67 0.75
150 H -1.26 -6.96 2.43
151 H -4.92 -6.26 1.93
152 H -3.88 -5.02 2.43
153 H -3.91 -7.84 3.49
154 H -4.82 -6.45 4.16
155 H -3.12 -7.47 6.10
156 H -1.76 -6.40 6.07
157 H -1.70 -7.95 5.12

E (eV): -81957.5831
Strongest force on any atom (eV/Å): 2.80
Spin multiplicity: 1
Total charge: 0
Structure (SMILES): C1CCOC1.COCCOC.COCCOC.COCCOC.COCCOC.COCCOC.COCCOC.COCCOC.COCCOC.COCCOC
Lowest unoccupied orbital energy (eV): 0.51

(2)
This record from the OMol25 dataset describes a molecular structure, C30H46GaO11. The level of theory is ωB97M-V/def2-TZVPD.

Geometry (Å):
1 C -0.46 2.92 1.68
2 Ga -0.29 3.38 -0.33
3 O 0.98 4.80 -0.45
4 C 0.51 1.81 -1.36
5 C 1.40 0.89 -0.46
6 C 0.74 -0.49 -0.14
7 C -0.49 -0.22 0.73
8 O -1.52 0.15 0.23
9 O -0.44 -0.37 2.11
10 C -2.03 4.12 -1.12
11 C -3.10 3.03 -1.47
12 C -4.39 3.10 -0.60
13 C -4.70 1.74 0.04
14 C -4.58 0.57 -0.65
15 C -4.82 -0.68 -0.08
16 C -5.19 -0.74 1.24
17 C -5.34 0.48 1.97
18 C -5.11 1.70 1.38
19 H 0.47 2.46 2.03
20 H -0.54 3.87 2.24
21 H -1.33 2.28 1.87
22 H 0.59 5.60 -0.09
23 H 1.20 2.24 -2.11
24 H -0.23 1.18 -1.87
25 H 1.60 1.40 0.50
26 H 2.37 0.71 -0.93
27 H 0.41 -0.91 -1.10
28 H 1.39 -1.20 0.39
29 H 0.26 0.23 2.43
30 H -2.50 4.82 -0.40
31 H -1.83 4.71 -2.03
32 H -3.42 3.14 -2.52
33 H -2.61 2.04 -1.40
34 H -4.25 3.85 0.19
35 H -5.27 3.38 -1.19
36 H -4.26 0.64 -1.68
37 H -4.68 -1.56 -0.70
38 H -5.38 -1.71 1.71
39 H -5.66 0.47 3.01
40 H -5.24 2.60 1.97
41 O 2.20 3.40 3.11
42 C 2.54 2.37 3.60
43 O 2.05 1.15 3.22
44 C 2.58 0.12 4.07
45 C 3.86 0.71 4.65
46 C 3.53 2.19 4.73
47 H 1.84 -0.11 4.84
48 H 2.77 -0.77 3.47
49 H 4.14 0.26 5.60
50 H 4.69 0.56 3.95
51 H 3.03 2.44 5.67
52 H 4.40 2.81 4.59
53 O 4.78 -0.98 -0.89
54 C 4.38 -1.89 -1.55
55 O 3.82 -1.75 -2.77
56 C 3.35 -3.02 -3.25
57 C 4.16 -4.06 -2.48
58 C 4.39 -3.35 -1.14
59 H 2.28 -3.10 -3.04
60 H 3.51 -3.09 -4.32
61 H 3.65 -5.02 -2.39
62 H 5.12 -4.22 -2.97
63 H 3.57 -3.52 -0.44
64 H 5.34 -3.63 -0.70
65 O 3.40 -3.41 -6.31
66 C 3.73 -2.38 -6.82
67 O 3.34 -1.18 -6.34
68 C 3.80 -0.13 -7.22
69 C 4.97 -0.73 -7.98
70 C 4.57 -2.20 -8.07
71 H 2.98 0.16 -7.88
72 H 4.09 0.74 -6.62
73 H 5.15 -0.26 -8.94
74 H 5.88 -0.64 -7.39
75 H 3.95 -2.40 -8.94
76 H 5.43 -2.86 -8.05
77 O -5.90 -4.40 6.56
78 C -5.54 -3.42 5.98
79 O -5.85 -2.16 6.40
80 C -5.35 -1.21 5.43
81 C -4.26 -1.91 4.68
82 C -4.74 -3.36 4.69
83 H -6.17 -0.92 4.77
84 H -4.99 -0.33 5.96
85 H -4.11 -1.49 3.69
86 H -3.31 -1.84 5.23
87 H -5.40 -3.57 3.86
88 H -3.91 -4.06 4.71

E (eV): -106756.6624
Strongest force on any atom (eV/Å): 1.89
Spin multiplicity: 1
Total charge: -1
Lowest unoccupied orbital energy (eV): 1.98

(3)
This record from the OMol25 dataset describes 3 unconnected molecules or ions with the total composition C4H4N2. The level of theory is ωB97M-V/def2-TZVPD.

Geometry (Å):
1 C 1.27 1.04 0.00
2 C 1.90 0.04 -0.22
3 H 0.96 2.03 0.20
4 H 2.56 -0.77 -0.38
5 C -1.90 -0.04 0.22
6 C -1.32 0.97 -0.06
7 H -2.52 -0.87 0.44
8 H -1.06 1.96 -0.32
9 N 0.58 -2.17 -0.11
10 N -0.47 -2.19 0.23

E (eV): -7188.6050
Strongest force on any atom (eV/Å): 1.96
Spin multiplicity: 1
Total charge: 0
Structure (SMILES): C#C.C#C.N#N
Lowest unoccupied orbital energy (eV): 1.25